The following is a quantum chemistry calculation of C44H61MnN4O5PS2Se as an isolated structure, from OMol25.

The geometry in XYZ format:
```
119
Properties=species:S:1:pos:R:3:forces:R:3
Mn 0.85715 -1.42363 -0.32108 -0.625 -0.019 -0.086
C 2.05013 -5.20169 0.90447 -0.027 0.002 -0.062
C 3.42188 -5.04996 0.25532 -0.017 -0.014 -0.014
C 4.48776 -5.56083 1.23467 -0.010 -0.001 -0.015
C 3.86987 -3.67859 -0.23285 0.019 -0.063 -0.117
C 4.93589 -3.68389 -1.13230 -0.042 0.069 -0.016
C 5.52286 -2.51793 -1.58935 -0.050 0.044 0.037
C 5.09248 -1.29927 -1.09100 0.040 -0.091 0.019
C 4.03883 -1.24467 -0.18930 0.067 0.083 -0.030
C 3.62574 0.08407 0.42078 -0.042 0.015 0.093
C 4.84307 0.89966 0.86177 -0.052 -0.028 -0.002
C 2.76072 0.90403 -0.53528 -0.003 -0.133 0.204
C 3.37866 -2.43068 0.17368 -0.046 -0.137 0.096
N 2.12886 -2.26221 0.82180 0.117 0.060 0.397
C 1.94300 -2.35358 2.13891 -0.008 -0.028 -0.113
O 2.70972 -2.73789 3.01498 -0.091 0.055 -0.102
C 0.54863 -1.88180 2.49011 0.030 0.005 0.055
C -0.10013 -2.41288 3.59545 -0.150 0.145 -0.038
C -1.38138 -1.97735 3.88239 0.181 -0.010 -0.093
C -1.89978 -0.93101 3.13489 0.171 0.004 -0.028
C -1.15300 -0.40823 2.09005 -0.231 0.014 0.138
N 0.01836 -0.93044 1.70529 0.114 -0.410 -0.205
C -1.57374 0.94718 1.58121 -0.566 0.074 0.288
O -2.37476 1.60890 2.20006 0.196 -0.557 -0.462
N -0.94152 1.42027 0.38261 -0.162 -0.491 0.246
C -0.49810 2.77939 0.42864 0.236 -0.111 -0.135
C -0.47554 3.61152 -0.69243 0.236 0.561 -0.257
C -0.27275 4.97624 -0.45108 0.011 -0.046 -0.042
C 0.03621 5.49100 0.79173 0.004 -0.215 0.060
C 0.23792 4.59623 1.82630 -0.097 0.107 -0.115
C -0.01292 3.24007 1.66159 0.107 0.238 0.350
C 0.36134 2.34846 2.84115 0.172 -0.001 -0.019
C -0.47169 2.62210 4.08975 -0.162 0.026 0.019
C 1.85405 2.50085 3.16951 -0.070 -0.041 0.026
C -0.32633 3.28747 -2.18818 -0.079 0.083 -0.193
C 1.19945 3.20774 -2.47522 -0.031 0.034 0.052
C -1.03414 2.16094 -2.93698 0.417 0.095 -0.425
H 1.82340 -6.26615 0.97458 -0.003 -0.054 0.019
H 1.24805 -4.72870 0.34571 -0.050 0.018 -0.069
H 2.05364 -4.80046 1.91647 -0.004 -0.018 0.016
H 3.43710 -5.69461 -0.63209 0.000 0.019 0.046
H 4.58088 -4.86274 2.06668 -0.010 0.024 0.061
H 5.46219 -5.66312 0.75976 0.062 0.017 -0.019
H 4.19643 -6.53165 1.63403 -0.007 -0.081 0.013
H 5.30538 -4.63843 -1.48314 0.029 -0.076 -0.033
H 6.32736 -2.56120 -2.31040 0.047 0.003 -0.019
H 5.58336 -0.38783 -1.40072 0.059 0.080 -0.021
H 3.03031 -0.12810 1.31640 0.129 0.026 -0.107
H 5.35912 1.34467 0.01124 0.054 0.012 -0.059
H 5.55221 0.27579 1.40325 0.019 -0.017 0.031
H 4.53523 1.71177 1.51935 -0.021 0.065 0.003
H 3.26663 1.04259 -1.49163 -0.015 0.010 -0.011
H 2.53388 1.88570 -0.12192 -0.031 0.033 0.099
H 1.78320 0.44287 -0.75825 0.110 0.138 -0.036
H 0.41621 -3.15646 4.18189 0.031 -0.062 0.033
H -1.94627 -2.40333 4.69904 -0.022 -0.022 0.031
H -2.84227 -0.47140 3.37746 -0.117 0.072 0.031
H -0.31028 5.65169 -1.29584 -0.008 0.003 -0.074
H 0.18339 6.55320 0.92955 0.008 0.022 0.012
H 0.59387 4.94980 2.78308 0.007 0.027 0.077
H 0.25330 1.29852 2.56751 0.086 0.193 0.022
H -0.30898 3.64315 4.43344 0.031 0.060 0.048
H -0.17316 1.94846 4.89170 0.040 -0.049 0.099
H -1.54004 2.49311 3.90568 0.217 0.067 0.096
H 2.07077 3.46983 3.61900 -0.005 0.048 -0.010
H 2.46886 2.39815 2.27839 0.048 -0.022 -0.113
H 2.15542 1.73114 3.88062 0.018 -0.028 0.048
H -0.69415 4.19622 -2.66942 0.016 -0.008 0.018
H 1.78954 3.26019 -1.56150 -0.037 0.054 -0.054
H 1.52448 4.02453 -3.11738 0.008 0.049 -0.059
H 1.44646 2.27392 -2.97755 0.027 -0.096 -0.041
H -0.64981 1.17891 -2.66240 0.105 0.693 -0.428
H -0.82281 2.31676 -3.99638 0.057 0.111 -0.184
H -2.11665 2.17187 -2.81500 0.743 0.154 -0.431
C -5.93601 -0.13693 1.47334 0.016 -0.081 -0.165
C -5.26189 0.06618 0.13061 -0.077 -0.294 0.100
C -6.19300 -0.19081 -1.03073 0.020 -0.065 -0.163
O -4.79837 1.43052 0.13659 0.101 0.465 0.102
P -3.75116 2.06538 -0.86518 -0.142 -0.208 0.282
S -4.31643 2.23269 -2.68609 -0.649 -0.071 -0.065
S -2.01303 0.80598 -0.80186 -0.749 -0.044 0.915
O -3.24120 3.34214 -0.13156 -0.007 -0.413 -0.034
C -3.96323 4.40782 0.53516 0.070 0.332 0.071
C -4.88917 5.09204 -0.44275 -0.069 -0.005 -0.035
C -4.65996 3.92418 1.78498 -0.119 0.000 0.028
H -6.21441 -1.18306 1.59017 -0.042 -0.044 -0.001
H -6.83447 0.47477 1.54344 -0.053 0.036 -0.012
H -5.26756 0.13720 2.28125 0.154 0.062 0.147
H -4.38017 -0.58047 0.06154 0.003 0.020 -0.004
H -7.05064 0.48065 -0.98474 -0.030 0.013 0.009
H -6.54526 -1.21897 -0.97217 -0.071 -0.076 -0.011
H -5.69427 -0.04619 -1.99008 -0.079 -0.051 0.126
H -3.14830 5.08088 0.81326 -0.035 -0.023 -0.015
H -5.67171 4.40763 -0.77481 -0.030 0.015 0.014
H -4.34819 5.44137 -1.32033 0.022 0.018 -0.014
H -5.35991 5.94192 0.04916 -0.032 0.064 -0.002
H -5.55913 3.35679 1.54377 0.024 0.020 0.022
H -4.94562 4.79834 2.36910 -0.046 0.039 0.049
H -3.99838 3.30324 2.38038 0.045 -0.023 0.031
Se -0.99216 -3.06127 -0.47574 0.178 0.150 0.067
C -0.41132 -4.07226 -1.98015 0.028 0.008 0.058
C -1.30214 -4.86760 -2.69606 0.027 0.022 -0.007
C -0.83662 -5.61160 -3.76666 -0.069 0.002 0.010
N 0.42907 -5.62744 -4.17656 0.037 -0.034 -0.093
C 1.27631 -4.86410 -3.49419 0.082 0.018 0.027
C 0.91485 -4.08144 -2.41130 0.163 0.020 0.250
H -2.34706 -4.90175 -2.42470 -0.067 -0.019 0.026
H -1.52295 -6.23118 -4.32966 -0.070 -0.053 -0.037
H 2.30904 -4.88108 -3.82430 0.063 0.015 -0.015
H 1.68251 -3.49610 -1.89903 -0.148 -0.188 -0.067
C 2.10481 -0.91751 -3.44042 -0.053 -0.034 0.051
C 0.60001 -1.03394 -3.43150 0.052 -0.159 -0.232
O 0.10841 -0.62509 -2.13655 -0.017 -0.143 0.071
H 2.49971 -1.36372 -4.35207 0.015 0.001 -0.033
H 2.55206 -1.45223 -2.59416 0.007 0.004 -0.076
H 2.42467 0.12253 -3.39035 0.004 -0.005 -0.011
H 0.14495 -0.38689 -4.18568 0.041 0.037 0.049
H 0.28912 -2.06489 -3.61832 -0.008 0.176 0.013
H -0.86481 -0.68398 -2.12840 0.332 -0.295 0.028
```
Positions in Å, forces in eV/Å.

## Properties
E_LUMO (alpha / beta) in hartree: -0.02101 / -0.02095
Orbital gap (alpha / beta) in eV: 7.0 / 7.1
Spin multiplicity: 2
Net charge: 0
DFT total energy in a.u.: -6998.63327
Largest force on an atom in eV Å⁻¹: 1.2
E_HOMO (alpha / beta) in eV: -7.5 / -7.6